Entry 1:
Density functional theory data (wB97M-V/def2-TZVPD) for C5H4N2O as an isolated structure in a non-equilibrium geometry.

Positions of all 12 atoms, in Å:
C -0.523 -0.925 0.374
C -1.405 0.662 -0.954
C 0.133 0.401 0.365
C 1.607 0.312 0.361
C 2.799 0.222 0.494
H -2.323 -1.219 -0.620
H -1.887 0.934 -1.887
H -0.179 0.897 1.322
H 3.839 0.089 0.720
N -1.540 -0.646 -0.461
N -0.275 1.189 -0.715
O -0.246 -1.915 1.000

Force components x, y, z for each atom (eV/Å):
C 0.40 -0.51 0.72
C 0.93 -1.05 -3.29
C 4.72 0.78 2.51
C 0.59 -0.22 0.86
C -0.39 -0.12 0.15
H -0.88 -0.75 -0.21
H -0.93 0.13 0.42
H 0.29 -0.30 -0.53
H -0.30 0.13 -0.31
N -1.75 0.69 -0.37
N -2.30 1.27 0.27
O -0.39 -0.04 -0.24

Kohn-Sham gap = 10.10 eV
E_LUMO = 0.0111 Eh

***

Entry 2:
Density functional theory data (wB97M-V/def2-TZVPD) for C5H4N2O as an isolated structure in a non-equilibrium geometry.

Positions of all 12 atoms, in Å:
C 1.827 0.019 -0.147
C -0.103 1.502 -0.256
C -1.289 0.578 0.130
C -0.914 -0.660 0.363
C 0.048 -1.499 -0.240
H -0.342 2.811 -0.044
H -2.532 0.840 0.354
H -1.589 -1.346 0.795
H -0.393 -2.524 -0.407
N 1.177 1.292 -0.513
N 1.253 -1.088 -0.681
O 2.856 0.075 0.645

Force components x, y, z for each atom (eV/Å):
C 2.86 2.69 3.30
C -0.13 3.62 0.69
C -0.47 2.63 0.49
C -1.56 -2.08 0.62
C 4.46 1.23 -1.74
H 0.43 -4.08 -1.39
H 4.35 -0.08 -0.63
H -1.53 -0.19 0.64
H 1.25 1.01 -0.42
N -1.84 -0.82 1.54
N -2.56 -3.27 1.11
O -5.23 -0.65 -4.23

Kohn-Sham gap = 8.44 eV
E_LUMO = -0.0474 Eh

***

Entry 3:
Density functional theory data (wB97M-V/def2-TZVPD) for C5H4N2O2 as an isolated structure in a non-equilibrium geometry.

Positions of all 13 atoms, in Å:
C -1.762 0.182 -0.116
C -0.298 0.040 0.195
C 0.471 -1.156 0.017
C 2.343 0.141 -0.406
C 0.359 1.300 0.394
H -3.303 -1.226 -0.037
H -0.115 -2.136 0.253
H 3.525 0.056 -0.745
H -0.278 2.261 1.234
N 1.887 -1.176 -0.193
N 1.785 1.354 -0.029
O -2.383 -0.974 0.028
O -2.230 1.334 -0.595

Force components x, y, z for each atom (eV/Å):
C -1.90 5.20 -2.18
C 0.69 1.65 -0.67
C 1.51 -0.33 0.79
C 1.39 -0.91 1.16
C 2.76 -0.05 0.88
H -0.59 1.22 -0.50
H 1.48 1.68 -0.97
H -3.34 1.02 0.73
H 2.46 -2.97 -3.53
N -4.18 3.13 -0.07
N -3.22 -2.20 0.93
O 0.94 -0.93 0.57
O 2.00 -6.52 2.87

Kohn-Sham gap = 9.74 eV
E_LUMO = -0.0182 Eh

***

Entry 4:
Density functional theory data (wB97M-V/def2-TZVPD) for C5H4N2O2 as an isolated structure in a non-equilibrium geometry.

Positions of all 13 atoms, in Å:
C 0.777 -0.378 0.029
C -0.854 0.003 -0.016
C 1.279 0.890 0.020
C 2.162 -0.837 0.006
C -1.980 -0.939 -0.004
N -0.882 1.290 -0.030
N 0.372 1.854 -0.014
O 2.835 -1.799 -0.027
O 2.624 0.584 0.022
H -2.795 -0.554 -0.611
H -1.664 -1.907 -0.382
H -2.343 -1.066 1.016
H 0.469 2.858 -0.009

Force components x, y, z for each atom (eV/Å):
C -4.42 2.08 -0.10
C 5.16 -0.92 0.10
C -0.02 -1.95 0.07
C -0.58 -0.71 -0.01
C -0.41 0.04 0.00
N -1.05 0.29 -0.04
N 0.45 -0.07 0.03
O 0.18 0.47 0.02
O 0.93 1.04 -0.04
H -0.10 -0.02 -0.01
H -0.02 0.02 -0.02
H -0.03 -0.06 0.04
H -0.08 -0.22 -0.02

Kohn-Sham gap = 10.03 eV
E_LUMO = 0.0269 Eh

***

Entry 5:
Density functional theory data (wB97M-V/def2-TZVPD) for one molecule with the formula C5H4N2O2 in a non-equilibrium geometry.

Positions of all 13 atoms, in Å:
C 1.475 -0.010 1.680
C 0.459 -0.059 0.615
N 0.445 0.583 -0.506
C -0.705 0.134 -1.161
C -1.084 0.754 -2.470
O -2.124 0.477 -3.053
N -1.472 -0.699 -0.516
C -0.782 -0.916 0.711
O -1.123 -1.682 1.596
H 1.037 0.275 2.634
H 2.323 0.659 1.447
H 1.876 -1.023 1.908
H -0.325 1.508 -2.885

Force components x, y, z for each atom (eV/Å):
C 1.02 -0.20 0.25
C 0.67 0.80 -0.23
N 1.52 -0.20 1.26
C -2.27 -1.08 1.10
C -0.93 0.13 -1.71
O 1.96 0.56 1.09
N 0.25 0.57 -1.04
C -1.06 -1.69 0.63
O 0.78 1.55 -1.41
H -0.24 0.24 0.00
H -0.56 -0.32 0.00
H -0.28 0.45 -0.44
H -0.87 -0.81 0.50

Kohn-Sham gap = 8.31 eV
E_LUMO = -0.0901 Eh
SMILES = CC1=NC(C=O)=NC1=O

***

Entry 6:
Density functional theory data (wB97M-V/def2-TZVPD) for a 3-piece molecular cluster, C5H4N2O3 overall in a non-equilibrium geometry.

Positions of all 14 atoms, in Å:
O 4.707 2.326 1.020
C 4.207 2.033 -0.030
O 2.894 1.558 -0.008
C 2.302 1.053 -1.097
N 2.727 1.261 -2.286
C 4.045 1.658 -2.408
C 4.829 1.918 -1.333
C 1.588 -0.205 -0.750
N 1.147 -1.194 -1.307
H 4.381 1.885 -3.420
H 5.849 2.283 -1.439
O 3.071 -1.226 0.036
H 3.289 -0.769 0.856
H 2.264 -2.045 -0.700

Force components x, y, z for each atom (eV/Å):
O -0.39 0.33 -0.64
C 0.95 -0.91 0.63
O -0.59 0.17 0.51
C 1.84 -0.34 0.44
N -0.42 -1.19 0.04
C -0.23 1.61 0.39
C -0.26 0.88 -0.60
C -0.40 -3.31 -3.36
N 0.37 1.78 1.66
H -0.02 -0.53 0.21
H -0.23 -0.41 0.10
O -0.59 0.71 -1.83
H 0.07 -1.28 0.82
H -0.11 2.49 1.64

Kohn-Sham gap = 8.77 eV
E_LUMO = -0.0505 Eh

***

Entry 7:
Density functional theory data (wB97M-V/def2-TZVPD) for C5H4N2O4 as an isolated structure in a non-equilibrium geometry.

Positions of all 15 atoms, in Å:
C -0.747 1.218 -1.218
C -0.187 0.213 -0.326
C -0.210 -1.168 -0.336
C 0.497 -1.651 0.841
C 0.890 -0.452 1.349
H -2.259 1.538 -3.563
H -0.582 2.151 -0.946
H -0.908 -1.750 -1.324
H 0.783 -2.577 0.944
N -1.406 0.798 -2.264
N 1.719 -0.326 2.699
O -1.838 1.921 -2.915
O 0.458 0.625 0.795
O 1.290 -1.053 3.585
O 2.500 0.513 2.681

Force components x, y, z for each atom (eV/Å):
C -1.05 -6.30 -1.58
C -0.92 -1.76 -0.67
C -2.51 -0.87 -3.27
C -1.83 6.23 -3.06
C 1.68 -3.23 4.01
H -3.81 -2.49 -5.89
H 0.41 4.62 0.71
H 2.70 1.70 3.60
H 1.39 -4.62 1.37
N 1.76 1.43 2.87
N -6.20 -2.85 -2.62
O 2.78 2.92 4.21
O 0.41 1.60 -0.60
O 1.26 0.43 -0.15
O 3.93 3.18 1.05

Kohn-Sham gap = 8.75 eV
E_LUMO = -0.0042 Eh

***

Entry 8:
Density functional theory data (wB97M-V/def2-TZVPD) for one molecule with the formula C5H4N2S in a non-equilibrium geometry.

Positions of all 12 atoms, in Å:
N -2.572 2.066 -0.257
C -1.602 1.536 0.070
N -1.387 0.311 0.619
C -0.109 -0.153 0.289
C 0.508 -1.273 -0.327
C 1.866 -1.199 -0.350
S 2.369 0.280 0.431
C 0.751 0.935 0.456
H -2.202 -0.313 0.438
H -0.134 -2.153 -0.745
H 2.561 -1.857 -0.813
H -0.048 1.819 0.188

Force components x, y, z for each atom (eV/Å):
N -0.60 2.71 -1.05
C -2.98 -1.88 0.87
N -1.47 -2.78 -0.81
C 2.47 2.21 0.05
C -2.37 -2.44 -0.30
C -0.76 1.35 0.97
S 0.00 1.03 -1.52
C -1.11 -1.90 -0.65
H 1.03 0.73 0.12
H 1.50 1.64 0.81
H 0.44 -0.49 0.17
H 3.84 -0.18 1.35

Kohn-Sham gap = 7.71 eV
E_LUMO = -0.0284 Eh
SMILES = N#CNc1ccsc1

***

Entry 9:
Density functional theory data (wB97M-V/def2-TZVPD) for an isolated ion of composition C5H4N3O4 and charge -1 in a non-equilibrium geometry.

Positions of all 16 atoms, in Å:
C 2.141 -1.271 -0.400
C 2.473 0.046 -0.383
C 0.319 -0.184 0.079
C -1.577 1.537 -0.083
C -1.120 0.026 0.496
N 0.790 -1.417 -0.202
N 1.307 0.702 -0.089
N -2.119 -0.947 0.199
O -2.573 1.529 -0.765
O -2.966 -1.121 1.069
O -0.811 2.415 0.383
O -2.155 -1.481 -0.877
H 2.899 -2.013 -0.605
H 3.405 0.448 -0.426
H -1.049 0.051 1.635
H 1.036 1.680 -0.030

Force components x, y, z for each atom (eV/Å):
C -0.27 0.55 -0.49
C -2.22 -1.01 0.47
C 0.07 -3.68 -1.50
C 1.31 -1.33 2.27
C 1.14 2.95 1.28
N 0.00 0.02 0.99
N -0.71 1.51 0.49
N 6.13 4.10 2.73
O -0.88 0.38 -0.89
O -4.70 -1.52 3.35
O -0.09 0.24 -0.65
O -1.31 -3.70 -6.55
H -0.55 -0.57 0.03
H 2.19 1.51 -0.24
H -0.45 0.34 -1.41
H 0.33 0.20 0.14

Kohn-Sham gap (alpha / beta) = 7.05 / 5.32 eV
E_LUMO (alpha / beta) = 0.1345 / 0.0221 Eh
<S²> = 2.007
net charge = -1
2S+1 = 3

***

Entry 10:
Density functional theory data (wB97M-V/def2-TZVPD) for one molecule with the formula C5H4N3PS in a non-equilibrium geometry.

Positions of all 14 atoms, in Å:
S 2.294 -0.312 2.319
C 1.085 -0.540 1.270
N 0.403 -1.738 1.452
C -0.638 -1.996 0.762
N -1.238 -1.152 -0.156
C -0.546 0.011 -0.479
P -0.931 1.540 -1.642
C 0.560 2.266 -0.780
N 1.270 1.481 -0.057
C 0.631 0.305 0.209
H -1.335 -2.784 1.215
H -2.258 -1.324 -0.295
H -0.141 1.006 -2.786
H 0.844 3.237 -1.031

Force components x, y, z for each atom (eV/Å):
S 0.83 0.92 0.29
C 0.46 -1.30 0.47
N -0.41 -0.53 -0.72
C -2.14 -0.09 1.86
N -0.46 -0.05 -0.27
C 0.45 1.02 -0.03
P 0.71 -1.94 0.87
C -0.10 -2.07 -0.66
N -0.43 2.19 -0.17
C -1.77 -1.33 -0.75
H 1.11 0.64 -1.38
H 1.52 0.59 -0.32
H -0.57 0.48 1.07
H 0.80 1.47 -0.28

Kohn-Sham gap = 7.22 eV
E_LUMO = -0.0228 Eh
SMILES = S=c1nc[nH]c2[pH]cnc12

***

In hartree, the electronic energy values for the records above are, in order, -377.5868, -377.5121, -452.7799, -452.8108, -452.8719, -527.9701, -603.1293, -700.4594, -658.0213, -1096.6633.